A single C4H8O2 molecule at a distorted geometry, computed with the ωB97M-V functional and the def2-TZVPD basis.

Each line ends with the Mulliken charge.
Element x y z (Å)
C  -1.460  -0.534  0.172  -1.3769
C  0.020  -0.316  -0.127  0.5342
C  0.849  -0.697  1.080  -1.2130
O  0.210  1.094  -0.173  -0.2982
C  0.677  1.715  -1.287  0.1322
O  0.580  1.261  -2.396  -0.4922
H  -1.633  -1.596  0.371  0.3644
H  -1.782  0.068  1.032  0.3360
H  -2.016  -0.218  -0.711  0.3415
H  0.309  -0.856  -1.060  0.3696
H  1.849  -0.264  1.135  0.3537
H  1.114  -1.784  0.820  0.3192
H  0.457  -0.635  2.111  0.2906
H  0.828  2.762  -0.967  0.3391

Calculated values
- 2S+1 = 1
- total charge = 0
- strongest force on any atom (hartree/bohr) = 0.0732
- structure (SMILES) = CC(C)OC=O
- E_HOMO (eV) = -10.608

---

A single C4H8O2 molecule at a distorted geometry, computed with the ωB97M-V functional and the def2-TZVPD basis.

Each line ends with the Mulliken charge.
Element x y z (Å)
C  -1.547  -0.883  0.439  -0.7179
O  -0.280  0.145  -1.026  -0.4499
C  0.249  1.297  -0.370  -0.2428
C  1.373  0.485  0.281  -0.8016
C  0.717  -0.712  -0.445  0.4786
O  0.000  -1.584  0.315  -0.5034
H  -2.063  -1.648  -0.119  0.2775
H  -2.034  0.096  0.170  0.2886
H  -1.525  -0.960  1.505  0.3296
H  -0.465  1.781  0.316  0.2400
H  0.546  1.998  -1.146  0.2803
H  1.331  0.397  1.369  0.2272
H  2.381  0.757  -0.039  0.2744
H  1.317  -1.169  -1.249  0.3194

Calculated values
- 2S+1 = 1
- total charge = 0
- strongest force on any atom (hartree/bohr) = 0.0445
- structure (SMILES) = CO[C@@H]1CCO1
- E_HOMO (eV) = -9.570

---

A single C4H8O2 molecule, computed with the ωB97M-V functional and the def2-TZVPD basis.

Each line ends with the Mulliken charge.
Element x y z (Å)
C  0.854  -0.384  -1.118  -1.4491
C  -0.410  -0.318  -0.281  1.0100
O  -1.594  -0.691  -0.938  -0.5475
C  -0.381  -0.471  1.217  -0.9466
C  -0.524  0.892  0.602  -0.1033
O  0.566  1.753  0.695  -0.5040
H  1.703  -0.832  -0.595  0.3173
H  1.165  0.627  -1.412  0.3276
H  0.671  -0.920  -2.049  0.3879
H  -1.883  -1.538  -0.573  0.3423
H  -1.260  -0.898  1.695  0.2998
H  0.568  -0.702  1.695  0.2510
H  -1.504  1.365  0.617  0.3357
H  0.946  1.837  -0.189  0.2789

Calculated values
- 2S+1 = 1
- total charge = 0
- strongest force on any atom (hartree/bohr) = 0.0078
- structure (SMILES) = C[C@@]1(O)C[C@H]1O
- E_HOMO (eV) = -9.728

---

3 unconnected molecules or ions with the total composition C4H8O2 at a distorted geometry, computed with the ωB97M-V functional and the def2-TZVPD basis.

Each line ends with the Mulliken charge.
Element x y z (Å)
C  -1.751  -0.660  -0.072  -0.8083
C  -0.472  -0.931  -0.861  -0.2456
O  0.231  1.811  -0.672  -0.3975
C  1.147  1.884  0.109  -0.2165
C  1.902  -0.323  1.228  0.0422
O  2.414  -0.915  2.046  -0.1711
H  -1.945  0.416  -0.041  0.2614
H  -1.671  -1.015  0.963  0.2490
H  -2.622  -1.155  -0.516  0.3032
H  -0.337  -1.995  -1.063  0.3496
H  -0.460  -0.389  -1.816  0.2500
H  0.989  2.072  1.187  0.2892
H  2.204  1.848  -0.217  0.3071
H  0.404  -0.627  -0.275  -0.2127

Calculated values
- 2S+1 = 1
- total charge = 0
- strongest force on any atom (hartree/bohr) = 0.0333
- E_HOMO (eV) = -10.149

---

A molecular structure, C4H8O2 at a distorted geometry, computed with the ωB97M-V functional and the def2-TZVPD basis.

Each line ends with the Mulliken charge.
Element x y z (Å)
C  -1.322  0.342  -0.838  -1.4119
C  -0.217  0.270  0.222  1.0083
O  -0.908  0.488  1.436  -0.5633
C  1.286  0.609  0.414  -0.6970
O  1.708  -0.288  -0.589  -0.4061
C  0.515  -1.035  -0.391  -0.5854
H  -0.954  0.554  -1.841  0.3381
H  -2.177  0.949  -0.551  0.3825
H  -1.682  -0.702  -0.871  0.3268
H  -0.307  0.405  2.189  0.3198
H  1.487  0.099  1.390  0.2912
H  1.818  1.562  0.444  0.3321
H  0.555  -1.826  0.357  0.2752
H  0.198  -1.427  -1.372  0.3896

Calculated values
- 2S+1 = 1
- total charge = 0
- strongest force on any atom (hartree/bohr) = 0.0204
- E_HOMO (eV) = -9.515

---

A single C4H8O2 molecule at a distorted geometry, computed with the ωB97M-V functional and the def2-TZVPD basis.

Each line ends with the Mulliken charge.
Element x y z (Å)
O  1.765  -1.306  -1.143  -0.4612
C  2.082  -0.310  -0.561  0.0209
C  1.065  0.420  0.342  -0.5903
C  -0.388  0.232  -0.200  -0.3742
C  -1.365  0.443  0.958  -0.5172
O  -2.661  0.486  0.342  -0.5193
H  3.123  0.083  -0.495  0.3239
H  1.201  -0.089  1.302  0.2803
H  1.140  1.512  0.495  0.3533
H  -0.749  1.003  -0.935  0.2515
H  -0.385  -0.734  -0.689  0.3428
H  -1.247  1.449  1.387  0.2381
H  -1.298  -0.366  1.708  0.3485
H  -3.120  -0.351  0.482  0.3029

Calculated values
- 2S+1 = 1
- total charge = 0
- strongest force on any atom (hartree/bohr) = 0.0336
- structure (SMILES) = O=CCCCO
- E_HOMO (eV) = -9.852

---

A single C4H8O2 molecule, computed with the ωB97M-V functional and the def2-TZVPD basis.

Each line ends with the Mulliken charge.
Element x y z (Å)
O  1.356  0.838  -0.547  -0.4667
C  -1.275  0.045  -1.451  -0.8745
C  -1.316  0.395  -0.171  0.1042
C  -0.422  -0.252  0.841  -0.7128
C  1.043  0.274  0.696  0.0355
O  1.958  -0.715  1.086  -0.5013
H  1.290  0.184  -1.256  0.3029
H  -0.689  -0.819  -1.766  0.3148
H  -1.745  0.628  -2.233  0.2216
H  -1.887  1.266  0.140  0.3073
H  -0.443  -1.347  0.728  0.3407
H  -0.752  -0.053  1.866  0.2998
H  1.185  1.108  1.385  0.3018
H  1.695  -1.553  0.683  0.3267

Calculated values
- 2S+1 = 1
- total charge = 0
- strongest force on any atom (hartree/bohr) = 0.0073
- structure (SMILES) = C=CCC(O)O
- E_HOMO (eV) = -9.802

---

A single C4H8O2 molecule at a distorted geometry, computed with the ωB97M-V functional and the def2-TZVPD basis.

Each line ends with the Mulliken charge.
Element x y z (Å)
C  -0.736  1.464  0.070  -0.9575
C  -0.113  -0.097  0.929  -0.3186
C  0.164  -1.394  0.119  -0.1922
O  -0.507  -1.501  -1.106  -0.5913
C  1.177  -0.292  0.206  -0.1391
O  1.201  0.494  -0.932  -0.5640
H  -0.378  2.233  0.766  0.3238
H  -0.428  1.938  -0.929  0.2898
H  -1.815  1.394  -0.014  0.3609
H  -0.162  -0.357  2.026  0.3029
H  0.430  -2.392  0.525  0.3417
H  -1.409  -1.218  -0.916  0.3406
H  2.156  -0.373  0.671  0.3915
H  0.477  0.097  -1.455  0.4115

Calculated values
- 2S+1 = 1
- total charge = 0
- strongest force on any atom (hartree/bohr) = 0.0445
- structure (SMILES) = C[C@H]1[C@@H](O)[C@H]1O
- E_HOMO (eV) = -9.261

---

2 unconnected molecules or ions with the total composition C4H8O2 at a distorted geometry, computed with the ωB97M-V functional and the def2-TZVPD basis.

Each line ends with the Mulliken charge.
Element x y z (Å)
O  0.391  1.814  3.920  -0.4605
C  0.328  1.502  5.086  0.1540
C  1.461  1.020  5.896  -0.8504
H  -0.674  1.544  5.546  0.3219
H  2.422  1.173  5.435  0.2961
H  1.308  1.380  6.922  0.2708
H  1.484  -0.073  5.990  0.2682
C  -1.021  -1.660  -4.700  -0.7055
C  -0.655  -0.968  -5.770  0.0826
O  -1.708  -0.539  -6.617  -0.4733
H  -0.428  -2.038  -3.876  0.2466
H  -2.060  -1.856  -4.460  0.2232
H  0.372  -0.671  -5.918  0.2954
H  -1.220  -0.628  -7.457  0.3309

Calculated values
- 2S+1 = 1
- total charge = 0
- strongest force on any atom (hartree/bohr) = 0.0539
- structure (SMILES) = C=CO.CC=O
- E_HOMO (eV) = -9.308

---

A single C4H8O2 molecule at a distorted geometry, computed with the ωB97M-V functional and the def2-TZVPD basis.

Each line ends with the Mulliken charge.
Element x y z (Å)
C  -1.929  0.481  -0.353  -1.0070
C  -0.883  -0.769  0.032  -0.4451
C  0.391  0.008  0.169  0.6604
O  0.274  1.210  0.328  -0.6442
C  1.835  -0.458  0.064  -0.4057
O  2.623  0.647  -0.270  -0.5340
H  -1.894  1.395  0.295  0.2762
H  -2.936  0.098  -0.257  0.3579
H  -1.733  0.897  -1.352  0.3115
H  -0.685  -1.754  -0.499  0.3019
H  -1.269  -1.111  0.996  0.2490
H  2.107  -0.866  1.054  0.2062
H  1.981  -1.253  -0.675  0.2994
H  2.074  1.416  -0.013  0.3736

Calculated values
- 2S+1 = 1
- total charge = 0
- strongest force on any atom (hartree/bohr) = 0.0355
- structure (SMILES) = CCC(=O)CO
- E_HOMO (eV) = -10.077

---

A single C4H8O2 molecule at a distorted geometry, computed with the ωB97M-V functional and the def2-TZVPD basis.

Each line ends with the Mulliken charge.
Element x y z (Å)
C  -1.814  0.039  0.399  -1.3891
C  -0.285  -0.002  0.469  0.3055
C  0.546  -1.090  -0.420  -0.4196
O  1.575  -0.380  -1.018  -0.3536
C  1.556  0.899  -0.432  -0.1517
O  0.238  1.191  -0.081  -0.4041
H  -2.243  -0.886  0.800  0.3733
H  -2.213  0.877  0.988  0.3278
H  -2.148  0.161  -0.637  0.3471
H  0.039  -0.123  1.511  0.2599
H  0.903  -1.888  0.223  0.2920
H  -0.272  -1.322  -1.083  0.3181
H  2.217  0.904  0.450  0.2825
H  1.898  1.622  -1.169  0.2115

Calculated values
- 2S+1 = 1
- total charge = 0
- strongest force on any atom (hartree/bohr) = 0.0632
- structure (SMILES) = C[C@H]1COCO1
- E_HOMO (eV) = -10.070

---

A molecular structure, C4H8O2, computed with the ωB97M-V functional and the def2-TZVPD basis.

Each line ends with the Mulliken charge.
Element x y z (Å)
C  -0.728  0.514  -0.851  -0.5466
C  0.007  0.405  0.445  0.5400
O  -0.658  0.174  1.629  -0.5219
C  1.381  1.040  0.275  -0.3785
O  1.658  0.190  -0.859  -0.4121
C  0.406  -0.470  -0.709  -0.2654
H  -1.927  -2.202  -0.286  0.1661
H  -0.616  1.381  -1.501  0.2006
H  -1.728  0.091  -0.800  0.2184
H  -0.118  -0.429  2.158  0.3276
H  2.077  0.845  1.100  0.2582
H  1.407  2.100  0.002  0.2081
H  -1.524  -2.106  0.328  -0.1537
H  0.364  -1.532  -0.931  0.3592

Calculated values
- 2S+1 = 1
- total charge = 0
- strongest force on any atom (hartree/bohr) = 0.0074
- E_HOMO (eV) = -9.185

---

A single C4H8O2 molecule, computed with the ωB97M-V functional and the def2-TZVPD basis.

Each line ends with the Mulliken charge.
Element x y z (Å)
O  0.000  -2.028  -2.082  -0.4377
C  -0.546  -1.065  -1.226  -0.2691
C  0.240  -0.842  -0.027  -0.3772
C  1.176  1.517  1.147  -0.7046
O  0.323  0.657  1.863  -0.3257
C  -0.501  -0.036  0.962  -0.2455
H  -0.529  -2.053  -2.888  0.3035
H  -1.634  -1.196  -1.074  0.3369
H  -0.428  -0.029  -1.635  0.2343
H  1.736  0.945  0.393  0.3224
H  1.880  1.962  1.851  0.2484
H  0.608  2.315  0.640  0.2898
H  -1.058  -0.801  1.534  0.3048
H  -1.267  0.654  0.543  0.3198

Calculated values
- 2S+1 = 1
- total charge = 0
- strongest force on any atom (hartree/bohr) = 0.0085
- E_HOMO (eV) = -8.834

---

2 unconnected molecules or ions with the total composition C4H8O2 at a distorted geometry, computed with the ωB97M-V functional and the def2-TZVPD basis.

Each line ends with the Mulliken charge.
Element x y z (Å)
C  -0.477  0.108  1.682  -0.9776
C  0.866  -0.491  1.388  -0.0044
C  1.683  0.077  0.450  -0.7347
H  -0.488  0.817  2.477  0.3320
H  -1.311  -0.527  1.685  0.3564
H  -0.698  0.742  0.784  0.1700
H  1.271  -1.301  1.972  0.3229
H  2.610  -0.441  0.113  0.2306
H  1.476  1.032  0.016  0.3345
O  -0.401  -0.872  -2.968  -0.4993
C  -0.697  -0.263  -1.940  0.3328
O  -1.262  0.979  -1.973  -0.4102
H  -0.753  -0.772  -0.942  0.2385
H  -1.819  0.912  -2.746  0.3086

Calculated values
- 2S+1 = 1
- total charge = 0
- strongest force on any atom (hartree/bohr) = 0.0585
- structure (SMILES) = C=CC.O=CO
- E_HOMO (eV) = -9.666

---

A molecular structure, C4H8O2, computed with the ωB97M-V functional and the def2-TZVPD basis.

Each line ends with the Mulliken charge.
Element x y z (Å)
C  1.229  -0.895  0.246  -1.3445
C  -0.196  -0.408  0.069  1.4378
O  -1.157  -1.423  0.246  -0.5418
C  -0.541  0.880  0.631  -0.6954
C  -0.487  0.242  -1.302  -0.9383
O  -0.304  1.784  -0.989  -0.4428
H  1.422  -1.240  1.272  0.4157
H  1.940  -0.093  0.020  0.3228
H  1.410  -1.714  -0.454  0.3292
H  -0.925  -1.909  1.047  0.3375
H  -1.592  1.064  0.827  0.2747
H  0.161  1.537  1.145  0.2548
H  -1.565  0.201  -1.496  0.2535
H  0.606  1.976  -1.262  0.3370

Calculated values
- 2S+1 = 1
- total charge = 0
- strongest force on any atom (hartree/bohr) = 0.0062
- E_HOMO (eV) = -6.988

---

A single C4H8O2 molecule at a distorted geometry, computed with the ωB97M-V functional and the def2-TZVPD basis.

Each line ends with the Mulliken charge.
Element x y z (Å)
C  1.310  0.367  -1.692  -0.6479
O  0.215  0.754  -0.887  -0.3192
C  0.478  0.390  0.447  -0.5681
C  -0.722  0.106  1.303  0.0040
C  -1.826  -0.620  0.699  -0.3649
O  -0.830  -1.384  1.322  -0.4434
H  2.225  0.914  -1.415  0.2731
H  1.512  -0.710  -1.586  0.3081
H  1.063  0.588  -2.732  0.2315
H  1.242  1.042  0.896  0.3743
H  0.742  -0.675  0.509  0.3240
H  -0.773  0.536  2.299  0.3774
H  -1.867  -0.642  -0.388  0.1882
H  -2.769  -0.667  1.226  0.2631

Calculated values
- 2S+1 = 1
- total charge = 0
- strongest force on any atom (hartree/bohr) = 0.0359
- structure (SMILES) = COC[C@H]1CO1
- E_HOMO (eV) = -9.718

---

A single C4H8O2 molecule, computed with the ωB97M-V functional and the def2-TZVPD basis.

Each line ends with the Mulliken charge.
Element x y z (Å)
O  -1.003  -0.813  1.775  -0.4900
C  -1.043  0.377  1.012  -0.4379
C  0.337  0.731  0.462  -0.5899
C  0.944  -0.356  -0.454  -0.5873
C  0.248  -0.355  -1.797  0.0527
O  -0.402  0.586  -2.186  -0.4735
H  -0.482  -1.440  1.261  0.3195
H  -1.398  1.163  1.690  0.3072
H  -1.778  0.307  0.194  0.2591
H  1.015  0.939  1.294  0.3153
H  0.241  1.651  -0.127  0.3045
H  2.009  -0.136  -0.617  0.2887
H  0.970  -1.394  -0.074  0.3659
H  0.343  -1.260  -2.432  0.3657

Calculated values
- 2S+1 = 1
- total charge = 0
- strongest force on any atom (hartree/bohr) = 0.0095
- structure (SMILES) = O=CCCCO
- E_HOMO (eV) = -10.044